1.
19
Properties=species:S:1:pos:R:3:nbo_charge:R:1 method="wB97M-V/def2-TZVPD" de_lowest_ev=3.4870 charge=0 lumo_energy_ev=0.111 mol_weight_g_mol=104.1
O -0.052 0.609 1.286 -0.74
O -2.416 -0.005 1.255 -0.87
C -0.970 0.395 -1.180 -0.62
C -2.291 0.403 -0.711 -0.04
C 2.664 -0.453 0.568 -0.60
C 1.592 0.095 -0.375 -0.46
C 0.219 -0.093 0.253 0.34
H 2.614 0.063 1.531 0.22
H 2.519 -1.525 0.749 0.20
H -0.543 1.371 -1.397 0.23
H -2.966 -0.415 -0.944 0.19
H 3.665 -0.316 0.146 0.21
H 1.642 -0.409 -1.348 0.20
H 1.749 1.167 -0.536 0.21
H -0.724 -0.384 -1.900 0.23
H -1.424 0.291 1.473 0.50
H -2.404 -0.969 1.335 0.47
H -0.090 -1.161 0.257 0.12
H -2.784 1.335 -0.463 0.21

---

2.
19
Properties=species:S:1:pos:R:3:nbo_charge:R:1 method="wB97M-V/def2-TZVPD" de_lowest_ev=1.6147 charge=0 lumo_energy_ev=0.569 mol_weight_g_mol=104.1
O 0.784 -0.929 -1.547 -0.72
O -1.713 0.413 -1.056 -0.74
C -2.358 -0.780 -0.680 -0.25
C 1.533 0.968 0.548 -0.44
C 1.298 -0.506 0.724 -0.25
C 0.975 -1.353 -0.247 0.10
C 0.447 1.819 1.215 -0.61
H 2.513 1.221 0.974 0.21
H -1.754 -1.381 0.016 0.16
H -2.620 -1.409 -1.546 0.15
H 0.731 -1.694 -2.129 0.49
H -0.836 0.164 -1.389 0.48
H 0.810 -2.414 -0.071 0.18
H -3.287 -0.507 -0.171 0.18
H 1.374 -0.917 1.728 0.21
H -0.523 1.628 0.743 0.23
H 0.678 2.886 1.123 0.21
H 1.585 1.205 -0.520 0.21
H 0.364 1.586 2.284 0.20

---

3.
19
Properties=species:S:1:pos:R:3:nbo_charge:R:1 method="wB97M-V/def2-TZVPD" de_lowest_ev=5.7312 charge=0 lumo_energy_ev="-0.079 / 0.584" mol_weight_g_mol=104.1
O -0.049 0.710 1.460 -0.73
O -2.533 1.067 0.481 -0.74
C -2.256 -0.105 -0.308 -0.14
C 1.668 0.069 0.027 -0.06
C 2.668 -0.953 0.455 -0.68
C 0.235 -0.094 0.333 -0.06
C -0.821 -0.090 -0.712 -0.12
H 2.005 1.104 0.122 0.18
H 2.397 -1.974 0.157 0.21
H 0.547 1.507 -2.333 0.00
H -3.335 0.906 0.994 0.48
H 0.206 -1.154 0.693 0.18
H 3.678 -0.722 0.103 0.22
H -0.581 -0.579 -1.651 0.20
H -0.065 1.320 -1.910 0.00
H -0.892 1.172 1.287 0.50
H -2.873 -0.082 -1.217 0.18
H 2.725 -0.954 1.558 0.22
H -2.541 -1.003 0.270 0.18